The following is a quantum chemistry calculation of 9 unconnected molecules or ions with the total composition C36H84N6O15, from the Open Molecules 2025 dataset.

E, eV: -78330.2658
HOMO-LUMO gap (alpha / beta), hartree: 0.2470 / 0.0672
Net charge: +1
Lowest unoccupied orbital energy (alpha / beta), eV: -3.64 / -8.53
Energy relative to the best compared isomer or geometry (same formula, charge and spin), eV: 1.148
Spin multiplicity: 2
HOMO level (alpha / beta), eV: -10.36 / -10.36

Geometry as XYZ:
```
141
Properties=species:S:1:pos:R:3:forces:R:3:lowdin_spin:R:1
C 7.569 4.936 6.500 0.26 -0.13 -0.25 0.0000
O 6.912 3.749 6.139 -0.77 0.75 -0.06 0.0000
C 7.100 3.415 4.774 -0.36 -1.74 1.40 0.0000
C 6.318 2.069 4.719 1.26 1.35 -1.38 0.0000
O 5.986 1.872 3.344 0.26 -0.75 1.20 0.0000
C 5.151 0.741 3.203 0.37 0.45 -1.93 0.0000
C 5.002 0.515 1.699 0.06 0.23 -1.36 0.0000
O 6.212 0.283 0.929 -0.04 -0.44 1.07 0.0000
C 6.077 0.404 -0.486 -0.35 0.59 0.61 0.0000
H 7.188 5.295 7.457 0.11 -0.17 -0.03 0.0000
H 7.412 5.703 5.741 -0.06 0.24 -0.02 0.0000
H 8.635 4.714 6.542 0.29 0.34 0.27 0.0000
H 8.178 3.306 4.653 0.10 -0.20 -0.62 0.0000
H 6.695 4.102 4.030 -0.15 0.36 0.23 0.0000
H 5.453 2.198 5.370 -0.29 -0.15 -0.11 0.0000
H 6.955 1.264 5.084 -0.11 -0.18 0.08 0.0000
H 4.174 1.097 3.531 -0.52 -0.68 0.32 0.0000
H 5.452 -0.179 3.705 0.33 0.20 0.36 0.0000
H 4.535 1.425 1.325 0.03 0.34 -0.26 0.0000
H 4.260 -0.256 1.491 0.04 -0.42 0.18 0.0000
H 5.482 1.306 -0.628 -0.30 -0.09 -0.67 0.0000
H 5.671 -0.471 -0.994 -0.60 -0.12 0.30 0.0000
H 7.030 0.554 -0.994 0.34 0.13 0.66 0.0000
C -4.252 1.347 -2.145 -0.81 1.17 0.44 0.0003
O -5.177 1.400 -3.225 0.85 0.10 -0.27 0.0001
C -6.007 0.252 -3.269 0.26 -0.34 -1.06 0.0000
C -6.990 0.291 -4.454 0.66 0.12 0.30 0.0000
O -6.333 0.150 -5.746 -0.95 0.55 1.68 0.0000
C -6.918 0.915 -6.796 -0.65 -0.28 0.20 0.0000
C -6.499 2.384 -6.723 -0.12 -0.31 -1.43 0.0000
O -6.986 3.128 -7.846 -1.46 -0.11 -0.29 0.0000
C -8.451 3.282 -7.869 0.79 0.30 0.34 0.0000
H -4.877 1.210 -1.263 0.46 -0.56 0.52 0.0000
H -3.770 2.311 -1.984 -0.43 0.47 -0.49 0.0002
H -3.365 0.715 -2.190 -0.46 -1.00 -0.43 0.0000
H -6.578 0.178 -2.344 -0.19 -0.10 0.17 0.0000
H -5.363 -0.621 -3.374 0.01 -0.35 0.10 0.0000
H -7.576 1.192 -4.274 0.15 0.55 -0.84 0.0000
H -7.734 -0.495 -4.318 0.18 -0.45 -0.08 0.0000
H -8.002 0.843 -6.879 -0.38 -0.20 0.70 0.0000
H -6.613 0.374 -7.692 0.55 0.67 -0.26 0.0000
H -5.418 2.281 -6.817 0.13 0.93 0.17 0.0000
H -6.820 2.970 -5.862 0.23 -0.67 0.62 0.0000
H -8.905 3.211 -6.880 0.27 -0.34 0.33 0.0000
H -8.977 2.591 -8.528 0.42 -0.29 -0.06 0.0000
H -8.737 4.286 -8.182 0.58 0.09 -0.30 0.0000
C -2.881 -0.632 2.616 0.42 0.23 -0.78 -0.0001
O -1.960 -1.606 3.068 -0.79 -0.56 0.90 0.0001
C -1.864 -1.696 4.501 1.40 -0.04 0.27 0.0000
C -0.915 -2.829 5.002 0.02 0.55 -0.99 0.0000
O 0.450 -2.631 4.658 0.17 0.12 0.43 0.0001
C 0.788 -2.532 3.282 0.13 -0.64 0.42 0.0000
C 2.203 -2.982 2.887 0.77 1.41 0.52 0.0000
O 3.371 -2.304 3.449 -0.91 -0.15 -2.09 0.0000
C 3.431 -2.397 4.812 -0.45 0.26 1.49 0.0000
H -3.801 -0.443 3.169 -0.05 -0.76 0.42 0.0000
H -3.118 -0.912 1.589 -0.25 -0.04 0.06 0.0000
H -2.424 0.355 2.544 0.44 0.29 0.11 0.0000
H -2.827 -1.810 5.000 -0.24 0.05 -0.21 0.0000
H -1.374 -0.779 4.825 -0.26 0.35 0.36 0.0000
H -1.303 -3.792 4.673 0.14 -0.27 -0.38 0.0000
H -0.871 -2.882 6.090 -0.47 0.35 0.01 0.0000
H 0.625 -1.516 2.923 -0.21 0.07 -0.13 0.0000
H 0.146 -3.258 2.783 -0.09 0.34 -0.65 0.0000
H 2.256 -2.615 1.862 0.02 -0.85 -0.34 0.0000
H 2.309 -4.060 3.006 0.11 -0.05 -0.14 0.0000
H 2.610 -1.798 5.205 -0.16 -0.34 0.65 0.0000
H 4.334 -1.961 5.239 0.32 -0.11 -0.48 0.0000
H 3.361 -3.444 5.107 -0.11 -0.08 0.47 0.0000
C 1.981 3.407 3.729 -0.50 -0.23 0.01 -0.0028
O 2.134 4.561 4.099 0.16 -0.46 -0.73 0.0240
N 0.868 2.691 4.029 -0.85 -0.89 -0.36 0.0297
C 0.636 1.276 3.775 0.36 -1.23 -0.56 0.0028
C -0.241 3.293 4.682 -0.57 1.56 0.89 0.0019
H 2.612 2.798 3.063 0.67 0.39 0.18 -0.0003
H 1.488 0.699 3.418 0.47 0.55 -0.01 0.0001
H -0.152 1.026 3.065 -0.23 0.80 -0.60 0.0015
H 0.263 0.674 4.604 0.37 0.66 0.88 0.0011
H -0.233 4.382 4.708 0.78 0.12 -0.30 0.0000
H -1.176 3.099 4.157 -0.15 -0.79 0.32 0.0005
H -0.230 3.063 5.748 -0.58 -0.52 -0.03 0.0014
C 1.019 0.699 0.076 1.99 0.34 -0.30 0.0001
O 2.162 1.174 -0.074 -1.87 -0.46 0.41 0.0043
N 0.584 -0.480 -0.375 0.48 0.54 -1.07 0.0005
C 1.400 -1.426 -1.147 -0.04 0.49 -0.02 0.0001
C -0.819 -0.791 -0.388 -0.20 -0.32 0.86 0.0006
H 0.242 1.198 0.675 -0.09 0.27 -0.06 0.0001
H 0.956 -1.507 -2.139 -0.04 -0.33 0.01 0.0000
H 1.362 -2.379 -0.621 0.20 -0.11 -0.21 0.0000
H 2.411 -1.059 -1.325 -0.04 0.01 0.46 0.0000
H -0.893 -1.610 0.328 -0.90 -0.24 -0.14 0.0001
H -1.441 0.053 -0.090 0.18 0.06 0.32 0.0004
H -1.186 -1.075 -1.374 0.29 -0.19 -0.09 0.0000
C -1.668 3.722 0.811 -1.01 -1.26 -0.08 -0.0105
O -1.939 2.834 0.018 0.83 1.52 1.05 0.2227
N -0.493 4.476 0.796 1.28 0.83 0.22 0.4814
C -0.297 5.619 1.729 0.98 -0.88 0.08 0.0501
C 0.561 4.249 -0.156 -0.07 0.48 -1.14 0.0791
H -2.276 4.023 1.678 -0.25 -0.18 -0.31 -0.0045
H -0.254 6.585 1.225 -0.35 -0.12 -0.40 0.0244
H 0.718 5.463 2.094 0.34 0.07 0.23 0.0185
H -0.905 5.668 2.633 -0.58 -0.42 -0.54 0.0008
H 0.602 5.177 -0.728 -0.32 0.43 -0.55 0.0439
H 1.602 4.289 0.163 -0.08 -0.49 1.14 0.0261
H 0.433 3.433 -0.868 -0.42 -0.10 0.54 0.0010
C 2.926 -2.932 -4.279 2.12 2.83 0.35 0.0000
O 3.677 -1.921 -4.252 -1.41 -1.85 -0.39 0.0000
N 2.851 -3.778 -3.243 -0.22 -0.26 0.68 0.0000
C 1.748 -4.722 -3.188 0.48 -0.76 -0.02 0.0000
C 3.765 -3.767 -2.069 0.06 -0.18 -0.23 0.0000
H 2.278 -3.150 -5.142 0.11 -0.06 0.38 0.0000
H 1.077 -4.484 -2.363 0.16 -0.31 0.29 0.0000
H 2.207 -5.709 -3.117 -0.37 -0.28 0.63 0.0000
H 1.130 -4.808 -4.082 0.32 0.72 -0.30 0.0000
H 4.569 -3.032 -2.106 -0.45 0.24 -0.59 0.0000
H 3.269 -3.645 -1.106 -0.53 0.21 -0.20 0.0000
H 4.281 -4.721 -1.960 -0.15 -0.31 -0.40 0.0000
C -0.795 -2.295 -5.753 1.29 -0.12 -0.14 0.0000
O 0.348 -2.702 -5.960 -1.25 0.48 0.22 0.0000
N -1.112 -1.183 -5.045 0.73 0.71 0.01 0.0000
C -2.476 -0.886 -4.710 -0.93 -0.86 -0.72 0.0000
C -0.114 -0.296 -4.472 0.31 -0.54 0.98 0.0000
H -1.669 -2.832 -6.154 -0.10 0.10 0.10 0.0000
H -2.835 -1.495 -3.880 0.03 0.07 0.41 0.0000
H -3.061 -1.207 -5.572 -0.42 0.24 0.07 0.0000
H -2.707 0.159 -4.508 0.41 0.01 -0.17 0.0000
H -0.310 0.761 -4.651 0.03 -0.11 -0.62 0.0000
H -0.164 -0.383 -3.387 -0.17 0.00 0.33 0.0000
H 0.911 -0.601 -4.685 -0.17 0.11 -0.61 0.0000
C -0.924 -4.509 0.615 3.43 0.38 0.63 0.0000
O 0.287 -4.318 0.340 -2.46 -0.02 -0.14 0.0000
N -1.993 -4.351 -0.159 0.00 0.54 0.58 0.0000
C -3.219 -4.927 0.332 -1.36 -0.44 -0.43 0.0000
C -1.878 -3.923 -1.527 -0.32 0.65 -0.74 0.0000
H -1.147 -4.805 1.651 -0.37 -0.16 -0.19 0.0000
H -3.312 -5.909 -0.132 -0.38 -0.18 0.20 0.0000
H -4.125 -4.363 0.113 0.23 0.35 -0.74 0.0000
H -3.351 -5.012 1.411 1.04 -0.12 0.08 0.0000
H -0.912 -3.460 -1.729 0.27 -0.74 0.18 0.0000
H -2.143 -4.705 -2.237 0.41 -0.26 0.02 0.0000
H -2.548 -3.101 -1.779 -0.56 0.04 0.46 0.0000
```
Forces are in eV/Å.